P:
Below is C3H5NO3 in the gas phase, with properties calculated with the ωB97M-V functional and the def2-TZVPD basis.

* multiplicity: 1
* HOMO-LUMO gap: 9.6736 eV
* molecular weight: 103.08 g/mol
* net charge: 0
* HOMO energy: -0.328 hartree

Cartesian coordinates (Å):
O1 0.83520 2.77741 -0.52077
O2 1.25393 1.48482 0.03130
C1 0.27357 0.57039 0.06768
N1 -0.84912 0.80034 -0.50102
O3 -1.58594 -0.37785 -0.60945
C2 -1.01567 -1.37522 0.24209
C3 0.43205 -0.91139 0.46463
H1 1.33363 2.92417 -1.31515
H2 -0.96244 -2.31523 -0.31105
H3 -1.50020 -1.40202 1.13855
H4 1.08122 -1.26350 -0.20414
H5 0.70377 -0.91191 1.51733

Charges obtained by Löwdin population analysis, quoted in units of e: number 1, O, carries 0.036; number 2, O, carries -0.010; number 3, C, carries -0.347; number 4, N, carries 0.113; number 5, O, carries -0.121; number 6, C, carries -0.150; number 7, C, carries -0.026; number 8, H, carries 0.091; number 9, H, carries 0.129; number 10, H, carries 0.087; number 11, H, carries 0.073; number 12, H, carries 0.126

=====

Q:
Below is C3H5NO3 in the gas phase, with properties calculated with the ωB97M-V functional and the def2-TZVPD basis.

* multiplicity: 1
* HOMO-LUMO gap: 10.6226 eV
* molecular weight: 103.08 g/mol
* net charge: 0
* HOMO energy: -0.366 hartree

Cartesian coordinates (Å):
C1 -1.19233 -1.19353 0.03573
C2 -0.31428 -0.02094 0.25226
N1 -0.63533 0.77920 1.19492
O1 0.14073 1.90638 1.18468
C3 0.80695 0.10004 -0.77608
O2 0.62054 -0.16854 -1.96372
O3 2.01608 0.51123 -0.43135
H1 -0.54078 -2.04845 0.04170
H2 -1.97958 -1.30766 0.79242
H3 -1.47174 -1.18381 -1.03991
H4 -0.00330 2.38732 1.97117
H5 2.55302 0.23875 -1.26183

Charges obtained by Löwdin population analysis, quoted in units of e: number 1, C, carries -0.035; number 2, C, carries -0.261; number 3, N, carries 0.058; number 4, O, carries -0.018; number 5, C, carries -0.462; number 6, O, carries 0.079; number 7, O, carries 0.110; number 8, H, carries 0.078; number 9, H, carries 0.095; number 10, H, carries 0.099; number 11, H, carries 0.077; number 12, H, carries 0.180

=====

R:
Below is C3H5NO3 in the gas phase, with properties calculated with the ωB97M-V functional and the def2-TZVPD basis.

* multiplicity: 1
* HOMO-LUMO gap: 9.4995 eV
* molecular weight: 103.08 g/mol
* net charge: 0
* HOMO energy: -0.325 hartree

Cartesian coordinates (Å):
O1 -1.09393 -2.17446 0.92443
C1 -0.39724 -1.28552 0.55929
N1 0.86970 -1.24682 0.14602
C2 0.94723 0.05108 -0.54232
C3 -0.45099 0.50366 0.01666
O2 -0.69050 1.24282 1.21724
O3 -1.32856 0.94051 -1.07951
H1 1.57258 -1.98529 0.00839
H2 0.90349 0.09571 -1.65511
H3 1.87554 0.62829 -0.23749
H4 -0.02835 1.84196 1.51260
H5 -2.17895 1.38807 -0.87019

Charges obtained by Löwdin population analysis, quoted in units of e: number 1, O, carries 0.101; number 2, C, carries -0.368; number 3, N, carries 0.058; number 4, C, carries -0.095; number 5, C, carries -0.312; number 6, O, carries 0.029; number 7, O, carries -0.014; number 8, H, carries 0.158; number 9, H, carries 0.123; number 10, H, carries 0.127; number 11, H, carries 0.080; number 12, H, carries 0.112

=====

The winner here is Q, beating the second structure by 11.8 kJ/mol.

=====

P:
Below is H3OP in the gas phase, with properties calculated with the ωB97M-V functional and the def2-TZVPD basis.

* multiplicity: 1
* HOMO-LUMO gap: 8.9058 eV
* molecular weight: 50.00 g/mol
* net charge: 0
* HOMO energy: -0.331 hartree

Cartesian coordinates (Å):
O1 0.55106 -0.69660 2.50072
P1 0.12619 -0.16182 0.56133
H1 1.38492 0.22287 -0.10370
H2 -0.73007 -1.04191 0.05179
H3 -0.54775 1.02419 0.93208

Charges obtained by Löwdin population analysis, quoted in units of e: number 1, O, carries -0.676; number 2, P, carries 0.867; number 3, H, carries -0.025; number 4, H, carries -0.108; number 5, H, carries -0.058

=====

Q:
Below is 2 unconnected molecules or ions with the total composition H3OP, with properties calculated with the ωB97M-V functional and the def2-TZVPD basis.

* multiplicity: 1
* HOMO-LUMO gap (spin up / spin down): 8.9477 / 9.6881 eV
* molecular weight: 50.00 g/mol
* net charge: 0
* HOMO energy (spin up / spin down): -0.399 / -0.356 hartree

Cartesian coordinates (Å):
O1 0.34917 -1.60015 -0.05045
P1 0.26221 -0.15886 -0.06357
H1 1.02640 0.20327 -1.27779
H2 -2.77144 0.83167 0.72966
H3 1.13366 0.72406 0.66215

Charges obtained by Löwdin population analysis, quoted in units of e: number 1, O, carries -0.514; number 2, P, carries 0.618; number 3, H, carries -0.051; number 4, H, carries 0.033; number 5, H, carries -0.086

=====

The winner here is P, beating the second structure by 17.7 kJ/mol.

=====

P:
Below is C3H9N in the gas phase, with properties calculated with the ωB97M-V functional and the def2-TZVPD basis.

* multiplicity: 1
* HOMO-LUMO gap: 9.8874 eV
* molecular weight: 59.11 g/mol
* net charge: 0
* HOMO energy: -0.319 hartree

Cartesian coordinates (Å):
C1 -0.82646 0.42933 -1.15446
C2 0.00150 0.42292 0.18480
C3 -0.57840 -0.71804 1.05616
N1 1.43199 0.01300 -0.02900
H1 -0.60803 1.39216 -1.80502
H2 -0.64958 -0.54526 -1.69606
H3 -1.90759 0.66182 -0.91030
H4 0.18901 1.35538 0.72275
H5 -0.88531 -0.27045 2.03725
H6 -1.54723 -0.99112 0.61888
H7 0.13811 -1.64058 1.11281
H8 2.03136 0.10467 -0.81154
H9 1.63548 -0.96283 0.41523

Charges obtained by Löwdin population analysis, quoted in units of e: number 1, C, carries -0.105; number 2, C, carries -0.472; number 3, C, carries -0.095; number 4, N, carries -0.036; number 5, H, carries 0.094; number 6, H, carries 0.088; number 7, H, carries 0.071; number 8, H, carries 0.113; number 9, H, carries 0.079; number 10, H, carries 0.054; number 11, H, carries 0.097; number 12, H, carries 0.033; number 13, H, carries 0.080

=====

Q:
Below is 2 unconnected molecules or ions with the total composition C3H9N, with properties calculated with the ωB97M-V functional and the def2-TZVPD basis.

* multiplicity: 1
* HOMO-LUMO gap: 10.4116 eV
* molecular weight: 59.11 g/mol
* net charge: 0
* HOMO energy: -0.352 hartree

Cartesian coordinates (Å):
C1 1.55836 3.13118 5.54830
N1 1.81618 4.34348 5.84079
H1 0.69857 2.87951 4.88072
H2 2.41353 2.40397 5.54313
H3 2.78981 4.49829 5.57228
C2 -1.74299 -1.69939 -3.25815
C3 -0.57874 -2.64506 -3.52188
H4 -2.09117 -1.65389 -2.22169
H5 -2.55853 -1.99945 -3.92515
H6 -1.50760 -0.65550 -3.46729
H7 -0.24921 -2.34432 -4.57473
H8 0.31161 -2.56617 -2.87198
H9 -0.85984 -3.69264 -3.54434

Charges obtained by Löwdin population analysis, quoted in units of e: number 1, C, carries -0.159; number 2, N, carries -0.013; number 3, H, carries 0.072; number 4, H, carries 0.062; number 5, H, carries 0.038; number 6, C, carries -0.190; number 7, C, carries -0.185; number 8, H, carries 0.058; number 9, H, carries 0.064; number 10, H, carries 0.057; number 11, H, carries 0.083; number 12, H, carries 0.062; number 13, H, carries 0.051

=====

The winner here is P, beating the second structure by 77.3 kJ/mol.